Density functional theory data (wB97M-V/def2-TZVPD) for 4 unconnected molecules or ions with the total composition C21H34N2O9S4.

```
70
Properties=species:S:1:pos:R:3:forces:R:3:lowdin_charge:R:1
N 3.917695 -2.515074 -3.016252 -0.1 -0.1 0.2 0.098
C 3.656796 -1.794884 -1.819649 0.0 0.0 -0.1 -0.253
C 3.069592 -2.412219 -0.712836 0.1 0.0 0.0 -0.030
C 2.854166 -1.720454 0.468724 0.0 0.1 0.0 -0.082
C 3.214125 -0.385122 0.572715 0.0 0.1 -0.1 -0.112
C 3.781975 0.243702 -0.530015 -0.1 -0.1 0.0 -0.463
C 4.005369 -0.442566 -1.725708 -0.2 0.0 0.1 -0.239
N 4.577890 0.257180 -2.841391 0.0 -0.1 0.0 0.055
C 5.775486 0.955499 -2.470368 0.2 0.1 0.0 -0.268
C 6.945937 0.795599 -3.199361 0.1 0.1 0.1 -0.010
C 8.092061 1.500143 -2.839273 -0.1 -0.1 0.0 -0.081
C 8.074788 2.351277 -1.740884 -0.1 0.0 0.1 -0.088
C 6.914553 2.498923 -0.989731 -0.2 -0.1 -0.1 -0.097
C 5.768588 1.800705 -1.360729 0.1 0.0 -0.1 -0.459
S 4.255105 1.949551 -0.453885 0.1 0.0 0.1 1.024
H 3.215121 -2.335455 -3.723438 0.1 0.1 -0.1 0.072
H 3.914301 -3.509563 -2.830799 -0.1 0.0 0.0 0.080
H 2.778287 -3.453370 -0.784742 0.0 0.0 0.0 0.111
H 2.407052 -2.218657 1.319805 0.0 0.0 0.0 0.106
H 3.073168 0.162640 1.496068 0.0 0.0 0.0 0.100
H 3.904079 0.950218 -3.161514 0.0 0.0 0.0 0.102
H 6.947664 0.125083 -4.050785 0.0 0.0 0.1 0.116
H 8.996256 1.370143 -3.422030 0.0 0.0 0.1 0.102
H 8.965487 2.893536 -1.448264 0.0 0.0 -0.1 0.103
H 6.882067 3.139636 -0.115535 0.1 0.0 -0.1 0.103
C -2.986896 -0.446549 -3.188252 0.1 -0.1 0.0 -0.070
C -2.256825 0.684760 -3.874337 -0.3 0.1 0.0 -0.243
O -0.825162 0.627650 -3.649731 0.2 0.0 0.0 -0.264
S 0.031744 -0.403988 -4.487399 -0.1 0.1 0.1 0.561
C 1.608022 0.262979 -4.092738 0.0 0.0 0.0 -0.131
O -0.250187 -0.235434 -5.880616 0.0 0.0 0.0 -0.271
O -0.068322 -1.709241 -3.907338 0.0 -0.1 0.0 -0.277
H -2.774497 -1.410204 -3.649712 0.0 0.0 0.0 0.075
H -4.060958 -0.265233 -3.237470 0.0 0.0 0.0 0.085
H -2.692508 -0.493988 -2.140758 -0.1 0.0 0.0 0.069
H -2.448696 0.714288 -4.947626 0.1 0.0 0.0 0.115
H -2.543472 1.641955 -3.446071 0.1 0.0 0.0 0.109
H 1.692515 1.260978 -4.514999 0.0 0.0 0.0 0.083
H 2.353962 -0.397634 -4.530457 0.0 0.0 0.0 0.069
H 1.702948 0.278745 -3.008565 0.0 0.0 0.0 0.069
C -5.289044 1.704216 1.902179 0.1 -0.1 0.0 -0.066
C -4.484673 2.824045 1.277852 -0.3 0.0 0.0 -0.235
O -3.054953 2.664162 1.475144 0.1 0.0 0.0 -0.257
S -2.299757 1.611078 0.566227 0.0 0.1 0.2 0.572
C -0.658622 2.159168 0.869525 0.0 0.0 0.0 -0.110
O -2.649403 1.835017 -0.804017 -0.1 0.0 -0.1 -0.269
O -2.472807 0.299132 1.115142 0.1 -0.1 -0.1 -0.280
H -5.128365 0.761231 1.381453 0.0 0.0 0.0 0.068
H -6.349929 1.947982 1.847212 0.0 0.0 0.0 0.088
H -5.020983 1.563940 2.949208 0.0 0.0 0.0 0.082
H -4.679063 2.920261 0.209230 0.1 0.0 0.0 0.113
H -4.705725 3.778725 1.749375 0.1 0.0 0.0 0.123
H -0.549201 3.166896 0.479349 0.0 0.0 0.0 0.079
H 0.001039 1.469870 0.345714 0.0 0.0 0.0 0.074
H -0.473228 2.125459 1.939600 0.0 0.0 0.0 0.078
C -4.341117 -2.846250 7.498540 0.0 0.0 -0.1 -0.072
C -3.842716 -1.636307 6.737273 0.0 0.1 0.3 -0.252
O -3.630746 -1.911997 5.333226 0.0 -0.1 -0.1 -0.264
S -4.916342 -1.951194 4.397321 0.1 0.0 0.0 0.567
C -4.089433 -1.828371 2.856272 0.0 0.0 0.0 -0.126
O -5.687090 -0.765413 4.636668 -0.1 0.0 0.0 -0.286
O -5.552678 -3.227224 4.513862 0.0 0.0 0.0 -0.275
H -5.348956 -3.122413 7.193604 0.0 0.0 0.0 0.073
H -4.350323 -2.622893 8.565842 0.0 0.0 0.0 0.081
H -3.689041 -3.701813 7.324536 0.0 0.0 0.0 0.084
H -4.523983 -0.789647 6.829329 0.0 0.0 0.0 0.111
H -2.864005 -1.323490 7.095296 0.0 0.0 -0.1 0.120
H -3.580307 -0.871708 2.801775 0.0 0.0 0.0 0.042
H -4.852803 -1.897491 2.084335 0.0 0.0 0.0 0.083
H -3.385025 -2.650526 2.764880 0.0 0.0 0.0 0.082
```
Forces are in eV/Å.

Its frontier orbital gap is 0.321 hartree. The largest force on an atom is 0.358 eV/Å. Its lowest unoccupied orbital energy is 0.0101 Eh. Its HOMO energy is -8.45 eV. As for the SMILES: Nc1cccc2c1Nc1ccccc1S2.CCOS(C)(=O)=O.CCOS(C)(=O)=O.CCOS(C)(=O)=O. The calculation puts the energy above the lowest of the compared OMol25 structures with the same formula, charge and spin at 0.0 kcal/mol. The multiplicity is 1.